Record 1
Density functional theory data (the ωB97M-V functional and the def2-TZVPD basis) for C29H55ClN4O12PS2SiTi as an isolated structure.

Last column: Mulliken charge in e.
Element x y z (Å)
Ti (0.09331, 0.78405, 0.53891)  0.2463
C (2.19511, 6.94015, 1.79177)  -0.9725
C (1.75063, 6.26748, 0.50908)  -0.3403
O (2.26506, 4.93779, 0.40908)  -0.4869
P (1.55629, 3.67941, 1.13347)  1.5131
S (2.26040, 2.12909, 0.04706)  -0.8654
S (-0.34687, 3.92221, 1.42767)  -0.6623
O (2.26183, 3.63384, 2.58295)  -0.2820
C (3.67180, 3.46610, 2.72549)  -0.0410
C (3.94256, 3.05782, 4.15540)  -1.2454
H (1.83721, 7.97264, 1.81712)  0.4316
H (3.28438, 6.95048, 1.86732)  0.2421
H (1.79022, 6.41381, 2.65723)  0.1983
H (2.13172, 6.79028, -0.36848)  0.3305
H (0.66268, 6.23591, 0.44450)  0.2974
H (4.17355, 4.40554, 2.47436)  0.2759
H (4.01940, 2.69819, 2.03072)  0.3201
H (3.56582, 3.81021, 4.85026)  0.3457
H (5.01644, 2.93921, 4.31891)  0.4066
H (3.44718, 2.11115, 4.37438)  0.1351
N (0.12408, 0.94846, -1.89353)  -0.5569
C (-0.89390, 1.54603, -2.75208)  3.1672
C (-0.62175, 1.21336, -4.23188)  -1.0615
C (-1.34925, 2.02693, -5.30057)  -0.7818
C (-2.88380, 1.87983, -5.37817)  -0.9852
N (-3.43178, 0.66209, -4.80562)  -0.1074
C (-4.25468, 0.68003, -3.71225)  0.5622
N (-4.91420, -0.52161, -3.48624)  -0.6273
N (-4.39309, 1.74244, -3.00826)  -0.6674
C (-0.87695, 3.05884, -2.58885)  -0.0927
O (-2.06815, 3.67089, -2.64524)  -0.5467
O (0.14530, 3.68661, -2.54655)  -0.6588
H (1.02526, 1.38058, -2.07908)  0.3434
H (0.18343, -0.05058, -2.06790)  -0.4023
H (-1.85518, 1.14498, -2.44152)  -2.0339
H (-0.81753, 0.14631, -4.36889)  0.3757
H (0.45097, 1.36041, -4.38766)  0.4213
H (-0.91424, 1.75198, -6.26517)  0.5367
H (-1.11804, 3.08657, -5.16459)  0.2861
H (-3.19406, 1.93168, -6.42481)  0.4321
H (-3.37021, 2.70578, -4.86714)  0.4228
H (-3.46177, -0.15790, -5.38362)  0.2346
H (-4.43256, -1.34778, -3.80535)  0.2607
H (-5.25438, -0.61955, -2.54215)  0.2753
H (-2.80237, 3.01678, -2.64358)  0.3513
H (-5.01194, 1.59061, -2.21811)  0.1528
Cl (-7.48225, 0.50553, 0.82148)  -0.2665
C (-5.77146, 0.72682, 0.53712)  -0.0196
C (-5.18826, 1.98382, 0.74450)  -0.6999
C (-3.84257, 2.15969, 0.55161)  -0.6889
C (-3.00173, 1.09375, 0.13200)  -0.0427
O (-1.73807, 1.30521, 0.03821)  1.4629
C (-3.62613, -0.15209, -0.13639)  1.6219
C (-2.96353, -1.28915, -0.77588)  -0.9144
O (-1.88341, -1.30825, -1.32261)  -0.3059
C (-4.99828, -0.32082, 0.11530)  -1.0828
H (-5.80577, 2.80901, 1.07626)  0.4291
H (-3.36731, 3.11590, 0.73246)  0.3925
H (-3.56481, -2.22430, -0.72133)  0.2021
H (-5.44766, -1.29633, -0.04540)  0.4306
C (-0.25400, -4.70818, 2.70122)  -1.7572
C (-0.94558, -3.80003, 1.68860)  2.0443
C (-1.62428, -2.63042, 2.39182)  -1.0186
C (-1.95268, -4.59679, 0.86991)  -1.7242
O (0.02379, -3.33418, 0.74708)  0.4462
Si (1.25217, -2.25951, 0.82044)  -2.8784
O (0.82983, -0.85329, 0.14164)  3.0352
O (2.50312, -2.87352, -0.05281)  -0.8906
C (2.49232, -3.62888, -1.26289)  2.1198
C (2.11422, -5.07534, -0.96018)  -1.5536
C (1.51319, -3.00620, -2.25682)  -1.4382
C (3.91306, -3.55698, -1.80583)  -1.9404
O (1.71039, -2.17128, 2.37553)  0.7604
C (2.88703, -1.70481, 3.05189)  1.7945
C (3.74117, -2.93250, 3.34515)  -1.9419
C (3.65517, -0.70605, 2.19760)  -0.8488
C (2.40600, -1.04624, 4.33591)  -1.6842
H (-0.99192, -5.16286, 3.36717)  0.5229
H (0.45858, -4.13910, 3.29804)  0.1400
H (0.28463, -5.50451, 2.18166)  0.3183
H (-2.25608, -2.99692, 3.20526)  0.5534
H (-2.25317, -2.06708, 1.70004)  -0.0632
H (-0.89235, -1.93981, 2.80890)  -0.0139
H (-2.78464, -4.93174, 1.49388)  0.3892
H (-1.47260, -5.47223, 0.42644)  0.3950
H (-2.33941, -3.97284, 0.06431)  0.1551
H (1.11058, -5.12384, -0.53898)  0.0340
H (2.81723, -5.49793, -0.23884)  0.3278
H (2.14481, -5.67711, -1.87239)  0.4846
H (0.49192, -3.02384, -1.86900)  0.0613
H (1.53548, -3.55033, -3.20465)  0.5911
H (1.79043, -1.96654, -2.44552)  0.2070
H (4.60995, -3.97761, -1.07834)  0.3777
H (4.18995, -2.51691, -1.98613)  0.3774
H (4.00279, -4.11403, -2.74142)  0.3944
H (4.01693, -3.42278, 2.40902)  0.2055
H (3.18282, -3.64276, 3.95950)  0.3386
H (4.65332, -2.65208, 3.87740)  0.4701
H (3.99486, -1.16900, 1.26781)  0.0484
H (4.53358, -0.35072, 2.74412)  0.6090
H (3.02910, 0.15113, 1.95396)  -0.2859
H (1.81386, -1.75616, 4.91856)  0.2943
H (1.78556, -0.18245, 4.09723)  0.1633
H (3.25753, -0.72365, 4.94112)  0.4528
O (-0.60753, 0.47630, 2.19134)  -0.3497
O (0.72213, 1.00370, 2.21547)  -0.3884

Properties
Molar mass: 858.3 g mol⁻¹
Highest occupied orbital energy: -5.39 eV
ΔE to the lowest compared entry with this formula, charge and spin: 151.0 kJ/mol
Charge: -1



Record 2
Density functional theory data (the ωB97M-V functional and the def2-TZVPD basis) for C29H55N2OPY as an isolated structure.

Last column: Mulliken charge in e.
Element x y z (Å)
C (3.44838, -3.35627, 3.55483)  0.2265
C (3.01220, -2.55683, 2.75561)  -2.1801
C (2.51422, -1.63930, 1.67776)  3.3241
C (3.58359, -0.91873, 0.78090)  -0.7684
C (4.79140, -0.33460, 1.57983)  -1.0762
C (4.42346, 0.81665, 2.56185)  -0.8326
C (3.99105, 2.15881, 1.89272)  -0.7111
C (4.97591, 2.69738, 0.79273)  -1.0511
C (4.45558, 2.44398, -0.67404)  0.6027
C (5.56019, 2.97380, -1.66287)  -0.9131
C (5.80910, 2.04673, -2.94358)  0.3545
C (4.55343, 1.85373, -3.84370)  -0.9859
C (3.59008, 0.68569, -3.42352)  -0.1936
C (4.26630, -0.56215, -2.78844)  -0.7932
C (1.74181, -2.66286, 0.70620)  -1.5628
C (0.18118, -2.33728, 0.77998)  1.2333
C (-0.80370, -3.55483, 1.04669)  -1.2731
C (-2.30238, -3.09370, 1.22171)  -0.6999
C (-3.12339, -3.44686, -0.08883)  -0.7952
C (-4.08758, -2.25037, -0.46346)  0.2124
C (-5.41375, -2.32790, 0.36845)  -0.9586
C (-6.13545, -0.92797, 0.22701)  0.6757
C (-6.72351, -0.44638, 1.61384)  -0.9721
C (-7.54125, 0.87555, 1.41721)  -0.8678
C (-6.58142, 2.10204, 1.14604)  -0.4011
C (-6.72113, 2.69927, -0.30006)  -0.8953
C (-5.61178, 2.23894, -1.31234)  -0.3334
C (-4.14696, 2.39245, -0.78782)  -0.8266
P (-0.47520, -1.24718, -0.63553)  -0.0086
N (0.69795, -0.31232, -1.26371)  -0.3845
N (0.07903, -1.58930, 2.03878)  -0.3544
C (1.26621, -0.73134, 2.03397)  -0.9510
O (1.21846, 0.44631, 2.22671)  -0.4218
H (4.02678, -4.12151, 4.07237)  0.4973
H (3.99391, -1.67452, 0.07373)  0.5565
H (3.03673, -0.16808, 0.16673)  0.1797
H (5.56011, -0.00997, 0.84233)  0.3217
H (5.24438, -1.17031, 2.16271)  0.5322
H (3.65330, 0.46789, 3.28808)  0.3764
H (5.32900, 1.04079, 3.16911)  0.4347
H (3.96065, 2.92698, 2.69895)  0.4333
H (2.96521, 2.11035, 1.46782)  0.2964
H (5.00038, 3.80771, 0.91901)  0.4375
H (6.02093, 2.34513, 0.92969)  0.4481
H (3.50717, 2.99645, -0.83209)  0.4306
H (4.30195, 1.36090, -0.84020)  -0.9111
H (6.54371, 2.97171, -1.09184)  0.4622
H (5.39689, 4.03955, -1.99198)  0.4524
H (6.34388, 1.11138, -2.67695)  0.4686
H (6.55530, 2.64647, -3.59409)  -0.3304
H (4.81127, 1.79086, -4.92406)  0.3807
H (3.96319, 2.80089, -3.75275)  0.3505
H (2.74571, 1.07900, -2.81544)  0.0097
H (3.11115, 0.33235, -4.36662)  0.5653
H (4.75515, -1.23228, -3.52898)  0.4339
H (3.45388, -1.17464, -2.33230)  0.0438
H (4.98985, -0.33820, -1.97436)  0.2053
H (2.00579, -2.56497, -0.37300)  0.1234
H (1.80114, -3.74121, 0.95617)  0.5034
H (-0.45416, -4.07229, 1.96908)  0.4296
H (-0.74787, -4.30622, 0.22567)  0.4816
H (-2.76382, -3.54470, 2.12447)  0.5158
H (-2.37683, -1.98996, 1.37158)  0.4321
H (-2.44456, -3.62482, -0.95150)  0.3856
H (-3.68984, -4.37768, 0.12378)  0.4148
H (-4.29627, -2.26387, -1.55804)  0.3774
H (-3.55886, -1.28808, -0.25822)  -0.4420
H (-6.05987, -3.15999, 0.02152)  0.3283
H (-5.22915, -2.47448, 1.45399)  0.4023
H (-6.91329, -0.93715, -0.56402)  0.5120
H (-5.36237, -0.17895, -0.05808)  -0.8396
H (-7.39205, -1.26149, 1.96171)  0.4267
H (-5.86519, -0.29741, 2.30801)  0.3363
H (-8.21957, 0.76319, 0.54210)  0.4674
H (-8.19264, 1.06662, 2.30789)  0.3023
H (-6.79465, 2.93955, 1.85385)  0.3908
H (-5.55512, 1.74410, 1.38259)  0.3186
H (-6.79032, 3.80854, -0.26565)  0.3729
H (-7.69497, 2.36123, -0.72640)  0.3321
H (-5.70996, 2.89064, -2.21193)  0.3932
H (-5.84613, 1.20873, -1.65925)  0.2618
H (-3.85061, 1.47201, -0.22628)  0.0352
H (-3.48355, 2.57365, -1.65750)  0.3289
H (-4.06201, 3.23651, -0.06630)  0.3192
H (-1.48186, -0.40337, -0.09134)  0.0803
H (-1.02165, -2.06716, -1.66311)  0.2453
H (0.39310, 0.66027, -1.12009)  0.2931
H (0.08845, -2.17880, 2.87752)  0.4635
Y (7.80617, 3.93352, -3.33301)  1.5145

Properties
Molar mass: 567.7 g mol⁻¹
Highest occupied orbital energy: -14.97 eV
Charge: +3



no.,maximum force (eV Å⁻¹)
1,0.8
2,3.6